[1]
A structure of composition C47H54AlBBrCl2N4O5, computed with ωB97M-V with the def2-TZVPD basis set.

Structure (XYZ):
```
115
Properties=species:S:1:pos:R:3:lowdin_charge:R:1
Al 0.9503 -0.6348 -0.5787 0.196
C -6.0140 -0.1319 2.2902 -0.047
C -5.9812 -1.1275 1.1224 -0.560
C -7.0276 -0.6947 0.0954 -0.069
C -6.3640 -2.5221 1.6374 -0.053
C -4.5741 -1.1697 0.5296 -0.184
C -3.4970 -1.5512 1.3249 -0.101
C -2.2289 -1.5809 0.7938 -0.546
Br -0.8019 -2.0822 1.9465 0.852
C -1.9197 -1.2396 -0.5425 -0.326
O -0.6835 -1.2559 -0.9694 -0.096
C -3.0073 -0.8384 -1.3469 -0.078
C -4.2863 -0.8329 -0.7836 -0.001
C -2.9044 -0.3525 -2.8049 -0.504
C -1.4841 -0.2891 -3.3714 -0.051
C -3.7202 -1.2965 -3.7026 -0.049
C -3.4690 1.0767 -2.8973 -0.040
H -7.0099 -0.1035 2.7410 0.080
H -5.7617 0.8726 1.9446 0.084
H -5.2986 -0.4064 3.0664 0.077
H -8.0144 -0.6834 0.5637 0.081
H -7.0654 -1.3824 -0.7518 0.086
H -6.8258 0.3088 -0.2841 0.084
H -7.3674 -2.5070 2.0715 0.079
H -5.6688 -2.8675 2.4036 0.076
H -6.3501 -3.2478 0.8219 0.089
H -3.6299 -1.8162 2.3659 0.096
H -5.1011 -0.5224 -1.4215 0.089
H -1.0203 -1.2735 -3.4134 0.072
H -0.8490 0.3751 -2.7892 0.054
H -1.5440 0.1033 -4.3913 0.091
H -3.3262 -2.3135 -3.6414 0.088
H -3.6574 -0.9666 -4.7430 0.080
H -4.7742 -1.3268 -3.4218 0.071
H -2.8604 1.7575 -2.2975 0.064
H -4.5040 1.1404 -2.5586 0.071
H -3.4347 1.4170 -3.9358 0.086
N 2.3880 -3.8314 0.9646 0.151
C 1.9728 -4.0927 -0.3172 -0.355
C 2.1496 -5.3762 -0.8610 -0.028
C 1.6905 -5.6335 -2.1291 -0.077
C 1.0446 -4.6211 -2.8333 -0.065
C 0.9177 -3.3956 -2.2194 -0.122
N 1.3809 -3.1076 -0.9965 0.133
H 3.1322 -4.4116 1.3114 0.093
H 2.4946 -2.8499 1.1680 0.040
H 2.6463 -6.1381 -0.2736 0.103
H 1.8294 -6.6125 -2.5707 0.104
H 0.6643 -4.7719 -3.8332 0.103
H 0.4200 -2.5785 -2.7212 0.088
C 1.9483 -0.0654 -2.2857 -0.105
C 2.7007 -1.0296 -3.0927 -0.286
C 3.8353 -1.6927 -2.5915 -0.031
C 4.4709 -2.6814 -3.3107 -0.035
C 4.0122 -3.0403 -4.5819 -0.263
C 2.9098 -2.3718 -5.1144 -0.047
C 2.2755 -1.3884 -4.3832 -0.049
C 4.6544 -4.0887 -5.3185 -0.212
N 5.1678 -4.9347 -5.9081 0.119
H 1.2702 0.5331 -2.8954 0.068
H 2.6169 0.6187 -1.7503 0.080
H 4.1795 -1.4462 -1.5937 0.103
H 5.3294 -3.1939 -2.8941 0.113
H 2.5561 -2.6341 -6.1040 0.112
H 1.4152 -0.8812 -4.8062 0.111
C 4.1692 1.2332 3.4759 -0.014
C 3.6835 -0.0734 2.8773 -0.475
C 3.3443 -1.0536 3.9961 -0.008
O 2.4573 0.1688 2.1546 0.069
B 2.4512 -0.5555 0.9683 -0.533
O 3.7087 -1.1513 0.8020 0.010
C 4.6285 -0.6655 1.7870 -0.485
C 5.4934 -1.8271 2.2503 -0.011
C 5.5018 0.3798 1.1006 -0.009
H 3.4692 1.5595 4.2405 0.064
H 4.2344 2.0160 2.7225 0.087
H 5.1501 1.1043 3.9411 0.093
H 2.5712 -0.6067 4.6221 0.094
H 4.2137 -1.2782 4.6168 0.088
H 2.9449 -1.9864 3.5935 0.089
H 4.8918 -2.6440 2.6456 0.075
H 6.1968 -1.5064 3.0222 0.092
H 6.0632 -2.2052 1.4004 0.091
H 4.8947 1.2009 0.7182 0.099
H 6.0041 -0.0888 0.2531 0.092
H 6.2593 0.7820 1.7752 0.087
Cl 0.7758 5.4289 -0.2905 0.773
C 1.4642 5.3416 1.2887 -0.583
C 2.5581 6.1344 1.5941 -0.112
C 3.1739 6.0247 2.8311 -0.094
C 2.6875 5.1261 3.7667 -0.121
C 1.5755 4.3641 3.4574 -0.578
Cl 0.9537 3.2583 4.6466 0.708
C 0.9296 4.4422 2.2200 -0.308
N -0.1560 3.6338 1.9351 0.075
C -1.4148 4.0994 1.5490 -0.225
C -1.7715 5.4295 1.7466 -0.053
C -3.0119 5.8894 1.3332 -0.100
C -3.9123 5.0206 0.7408 -0.101
C -3.5538 3.6916 0.5574 -0.033
C -2.3140 3.2089 0.9476 -0.146
C -1.9172 1.7845 0.6767 -0.029
C -0.8287 1.6895 -0.4130 -0.555
O -1.0249 2.2561 -1.4761 0.050
O 0.2320 1.0124 -0.1154 -0.013
H 2.9354 6.8132 0.8419 0.101
H 4.0375 6.6335 3.0624 0.101
H 3.1532 5.0179 4.7364 0.101
H -0.0798 2.6669 2.2095 0.122
H -1.0647 6.1057 2.2130 0.110
H -3.2698 6.9315 1.4763 0.096
H -4.8834 5.3724 0.4170 0.093
H -4.2468 3.0061 0.0829 0.109
H -2.7808 1.2332 0.2968 0.107
H -1.5741 1.2642 1.5741 0.124
```

Output
Net charge ... -1
LUMO level ... 2.2 eV
Electronic energy ... -6180.68155 a.u.
Frontier orbital gap ... 7.40 eV
Highest occupied orbital energy ... -5.184 eV
2S+1 ... 1

=====

[2]
A structure of composition C47H54BIrN11OPS3 in a non-equilibrium geometry, computed with ωB97M-V with the def2-TZVPD basis set.

Structure (XYZ):
```
119
Properties=species:S:1:pos:R:3:lowdin_spin:R:1
Ir -1.1957 -2.0903 0.5389 1.352
C 3.5613 -2.8532 -2.4422 0.009
C 2.8256 -1.5462 -2.5463 0.012
C 3.1417 -0.5990 -3.4648 0.002
C 2.4436 0.6379 -3.5445 0.004
N 1.4036 0.8585 -2.7866 0.012
N 1.0818 -0.1024 -1.8883 0.024
B -0.1066 0.2629 -1.0533 0.185
N -1.4278 0.4360 -1.8191 0.055
N -1.6113 1.7152 -2.1193 0.019
C -2.6559 2.0377 -2.8747 0.013
C -3.5211 1.0362 -3.3509 -0.004
C -3.3214 -0.2857 -3.0392 0.021
C -4.2481 -1.3839 -3.4966 0.010
C -2.2168 -0.5555 -2.2195 0.048
S -1.8548 -2.1782 -1.7071 0.429
C -2.8308 3.5174 -3.1755 0.002
C -2.9184 4.2820 -1.8413 0.001
C -1.5835 3.9897 -3.9521 0.001
C -4.0867 3.7697 -4.0074 0.000
N 0.0878 1.0231 0.1366 0.114
N 1.2642 1.7031 0.1891 0.160
C 1.3682 2.6440 1.1023 0.025
C 0.3323 2.8984 2.0455 0.195
C -0.7821 2.0897 2.0938 0.036
C -1.8372 2.2517 3.1583 0.000
C -0.8925 1.1111 1.1075 0.226
S -2.2099 -0.0169 0.9688 0.438
C 2.6076 3.5396 1.0600 -0.003
C 3.5212 3.1829 -0.1167 0.001
C 2.1271 4.9922 0.9049 0.001
C 3.3915 3.3872 2.3700 0.001
C 1.7387 -1.2461 -1.6842 0.037
S 1.3007 -2.3299 -0.4104 0.321
C 2.9257 1.7166 -4.5003 0.000
C 4.3383 2.1284 -4.0418 0.000
C 2.9915 1.1390 -5.9231 0.000
C 2.0095 2.9409 -4.4897 0.000
H 4.3772 -2.8937 -3.1619 0.001
H 2.8848 -3.6909 -2.6302 0.001
H 3.9748 -2.9928 -1.4408 0.004
H 3.9420 -0.7966 -4.1706 0.001
H -4.3766 1.3122 -3.9588 0.000
H -5.0381 -0.9871 -4.1308 0.001
H -4.7119 -1.8797 -2.6406 0.003
H -3.7047 -2.1472 -4.0612 0.002
H -2.0249 4.1148 -1.2336 0.000
H -3.8010 3.9807 -1.2646 0.000
H -2.9985 5.3516 -2.0466 0.000
H -0.6791 3.8457 -3.3562 0.000
H -1.6854 5.0539 -4.1809 0.000
H -1.4733 3.4482 -4.8987 0.000
H -4.9999 3.4557 -3.4880 0.000
H -4.0423 3.2723 -4.9828 0.000
H -4.1734 4.8400 -4.1950 0.000
H 0.4226 3.7321 2.7350 0.009
H -1.6346 3.1285 3.7722 0.000
H -1.8621 1.3751 3.8150 -0.002
H -2.8324 2.3581 2.7216 0.001
H 2.9900 3.2734 -1.0682 0.000
H 3.8992 2.1594 -0.0358 0.000
H 4.3729 3.8679 -0.1262 0.000
H 1.4686 5.1059 0.0369 0.000
H 2.9935 5.6404 0.7578 0.000
H 1.5973 5.3521 1.7922 0.001
H 3.7958 2.3788 2.4579 0.000
H 2.7695 3.5959 3.2484 0.001
H 4.2259 4.0941 2.3762 0.000
H 5.0352 1.2831 -4.0524 0.000
H 4.3235 2.5520 -3.0322 0.000
H 4.7284 2.8863 -4.7249 0.000
H 3.7236 0.3301 -6.0152 0.000
H 3.2959 1.9293 -6.6109 0.000
H 2.0157 0.7647 -6.2498 0.000
H 1.8150 3.2998 -3.4753 0.000
H 1.0477 2.7121 -4.9602 0.000
H 2.4840 3.7447 -5.0567 0.000
N 0.4036 -3.8107 2.5095 0.011
P -0.2096 -2.2379 2.6580 0.046
C -1.3740 -2.2290 4.0367 0.205
C -2.8613 -2.2028 3.7905 0.067
C -3.7118 -2.2967 5.0195 0.220
C -3.1753 -2.3212 6.2562 0.004
C -1.7715 -2.3520 6.4371 0.316
C -0.9089 -2.3214 5.3190 0.035
C 1.2057 -1.3132 3.2447 0.003
C 1.0046 -0.2104 4.0839 0.001
C 2.0923 0.4326 4.6475 0.000
C 3.3813 -0.0060 4.3649 -0.001
C 3.5880 -1.0669 3.4923 0.000
C 2.5043 -1.7212 2.9232 0.000
C -0.0487 -4.6997 1.5541 0.007
C 0.2751 -6.0501 1.5988 0.001
C -0.2317 -6.8873 0.6294 0.006
C -1.0668 -6.3769 -0.3652 0.003
C -1.3424 -5.0428 -0.3579 0.004
N -0.8300 -4.1956 0.5765 0.030
H 1.0183 -4.1778 3.2203 0.000
H -3.1397 -1.3063 3.2475 0.032
H -4.7889 -2.3044 4.8712 0.009
H -3.8274 -2.3521 7.1214 -0.005
H -1.3542 -2.4149 7.4360 0.015
H 0.1610 -2.3594 5.4937 -0.002
H -0.0007 0.1129 4.3367 0.001
H 1.9375 1.2661 5.3246 0.000
H 4.2307 0.4841 4.8282 0.000
H 4.5954 -1.3995 3.2691 0.000
H 2.6720 -2.5585 2.2578 0.001
H 0.9122 -6.4240 2.3934 0.000
H 0.0089 -7.9440 0.6509 0.000
H -1.5063 -7.0132 -1.1218 0.000
H -1.9978 -4.6118 -1.1023 0.001
O -3.2633 -2.8427 1.5525 0.045
N -3.2154 -3.2757 2.7510 0.017
C -3.3427 -4.5476 2.9915 0.072
C -3.5897 -5.4256 1.8798 0.005
N -3.7989 -6.1339 0.9963 0.029
C -3.1003 -5.1265 4.2847 0.009
N -2.8394 -5.6906 5.2540 0.043
```

Output
Net charge ... +3
LUMO level (spin up / spin down) ... -8.4 / -10.9 eV
Electronic energy ... -4165.09067 a.u.
Expectation value of S² ... 8.843
Frontier orbital gap (spin up / spin down) ... 5.61 / 4.97 eV
Highest occupied orbital energy (spin up / spin down) ... -13.969 / -15.879 eV
2S+1 ... 6